Version a
Formula: C19H22N2O3S
Source: the OMol25 dataset
Level of theory: ωB97M-V with the def2-TZVPD basis set

CARTESIAN COORDINATES (ANGSTROEM)
O  2.283  -1.172  0.987
C  1.731  -1.803  0.120
C  2.333  -3.031  -0.545
C  3.724  -3.343  0.015
C  4.296  -4.557  -0.657
C  4.075  -5.826  -0.136
C  4.570  -6.948  -0.776
C  5.292  -6.816  -1.950
C  5.517  -5.556  -2.479
C  5.021  -4.436  -1.836
N  0.492  -1.505  -0.388
C  -0.374  -0.468  -0.043
C  -0.093  0.441  0.978
C  -0.998  1.443  1.270
C  -2.174  1.545  0.551
S  -3.308  2.866  0.947
O  -4.419  2.804  0.033
O  -3.592  2.850  2.351
N  -2.310  4.190  0.645
C  -2.650  5.391  1.392
C  -3.484  6.221  0.420
C  -2.748  5.984  -0.899
C  -2.233  4.539  -0.769
C  -2.466  0.652  -0.461
C  -1.568  -0.355  -0.758
H  1.668  -3.883  -0.382
H  2.398  -2.857  -1.622
H  4.369  -2.478  -0.144
H  3.641  -3.505  1.091
H  3.516  -5.933  0.782
H  4.394  -7.928  -0.358
H  5.680  -7.691  -2.450
H  6.082  -5.446  -3.393
H  5.203  -3.454  -2.250
H  0.148  -2.109  -1.123
H  0.828  0.351  1.530
H  -0.808  2.153  2.058
H  -1.721  5.909  1.655
H  -3.175  5.102  2.301
H  -4.493  5.811  0.368
H  -3.534  7.273  0.695
H  -3.393  6.106  -1.766
H  -1.908  6.674  -0.987
H  -1.198  4.440  -1.107
H  -2.856  3.840  -1.331
H  -3.395  0.757  -0.998
H  -1.790  -1.061  -1.547

Computed properties:
Total charge   0
Gap between HOMO and LUMO   9.404 eV



Version b
Formula: C19H22N2O3S
Source: the OMol25 dataset
Level of theory: ωB97M-V with the def2-TZVPD basis set

CARTESIAN COORDINATES (ANGSTROEM)
C  -3.902  -2.381  -0.346
N  -3.183  -1.239  0.173
C  -2.476  -1.425  1.419
C  -0.952  -1.523  1.253
O  -0.236  -1.859  2.169
N  -0.546  -1.187  0.009
C  0.758  -1.099  -0.519
C  0.972  -1.680  -1.764
C  2.217  -1.613  -2.356
C  3.245  -0.961  -1.702
C  3.037  -0.351  -0.471
C  1.779  -0.397  0.130
C  1.510  0.302  1.430
C  2.562  1.353  1.757
C  3.945  0.732  1.621
C  4.189  0.387  0.158
S  -3.915  0.277  0.005
O  -4.441  0.735  1.259
O  -4.784  0.203  -1.131
C  -2.471  1.249  -0.411
C  -1.914  1.088  -1.667
C  -0.745  1.760  -1.980
C  -0.155  2.591  -1.039
C  -0.735  2.762  0.208
C  -1.900  2.082  0.528
H  -3.193  -3.150  -0.656
H  -4.590  -2.804  0.392
H  -4.474  -2.038  -1.205
H  -2.681  -0.567  2.068
H  -2.823  -2.318  1.948
H  -1.299  -1.135  -0.669
H  0.157  -2.191  -2.256
H  2.386  -2.072  -3.318
H  4.225  -0.913  -2.154
H  0.517  0.759  1.391
H  1.480  -0.445  2.228
H  2.405  1.725  2.771
H  2.474  2.197  1.068
H  4.717  1.418  1.973
H  3.993  -0.174  2.228
H  5.097  -0.212  0.056
H  4.350  1.311  -0.408
H  -2.410  0.448  -2.379
H  -0.292  1.636  -2.951
H  0.759  3.110  -1.282
H  -0.279  3.419  0.933
H  -2.377  2.190  1.490

Computed properties:
Total charge   0
Gap between HOMO and LUMO   9.021 eV



Quick ranking, most stable first: version b, version a.



Version a
Formula: C10H16N
Source: the OMol25 dataset
Level of theory: ωB97M-V with the def2-TZVPD basis set

CARTESIAN COORDINATES (ANGSTROEM)
C  -0.402  0.642  -2.034
C  -0.707  -0.366  -1.019
C  -1.269  0.128  0.375
C  -2.398  -0.706  0.913
C  -1.083  1.565  0.670
C  0.061  2.249  0.508
C  1.328  1.565  0.355
C  1.294  0.243  0.349
N  2.669  -0.342  0.142
C  0.118  -0.599  0.278
C  0.398  -2.051  0.549
H  -1.168  0.665  -2.956
H  0.532  0.460  -2.581
H  -0.508  1.579  -1.720
H  -1.242  -1.223  -1.265
H  -2.071  -1.127  1.924
H  -2.792  -1.420  0.298
H  -3.223  -0.112  0.977
H  -2.055  1.911  0.944
H  -0.064  3.364  0.716
H  2.278  2.226  0.373
H  2.620  -1.142  -0.476
H  3.096  -0.686  1.025
H  3.310  0.305  -0.371
H  0.855  -2.061  1.467
H  1.023  -2.607  -0.170
H  -0.601  -2.461  0.731

Computed properties:
Total charge   +1
Gap between HOMO and LUMO   8.581 eV



Version b
Formula: C10H16N
Source: the OMol25 dataset
Level of theory: ωB97M-V with the def2-TZVPD basis set

CARTESIAN COORDINATES (ANGSTROEM)
C  0.270  -1.540  -2.077
C  -1.878  1.910  1.659
C  -1.939  1.211  0.183
C  -1.535  0.522  2.223
C  1.058  -1.470  0.581
C  2.506  -1.073  -3.117
C  -1.177  0.010  0.840
C  0.310  -0.076  0.384
C  0.553  -1.081  -0.702
C  1.180  1.170  0.691
N  1.662  -1.192  -2.184
H  -0.513  -1.035  -2.542
H  -0.086  -2.596  -2.176
H  -1.050  2.562  1.867
H  -2.741  2.374  2.020
H  -2.940  0.849  -0.007
H  -1.462  1.700  -0.750
H  -0.802  0.631  2.999
H  -2.340  -0.076  2.622
H  2.091  -1.459  0.791
H  0.557  -2.251  1.016
H  2.231  -1.590  -4.057
H  3.516  -0.834  -3.036
H  -1.524  -1.005  0.487
H  1.343  1.204  1.737
H  0.588  2.134  0.384
H  2.124  1.001  0.165

Computed properties:
Total charge   +1
Gap between HOMO and LUMO   9.585 eV



Quick ranking, most stable first: version a, version b.